DFT (wB97M-V/def2-TZVPD) results for a single C4H5NO2S molecule in a non-equilibrium geometry.

Properties
Structure (SMILES): O=CN[C@@H](C=O)C=S
Spin multiplicity: 1
HOMO, eV: -9.28
Energy above the lowest of the compared OMol25 structures with the same formula, charge and spin, kcal per mole: 91.6

The geometry in XYZ format:
```
13
Properties=species:S:1:pos:R:3:lowdin_charge:R:1
C 2.093 -0.291 0.389 -0.199
C -0.344 0.081 0.023 -0.489
C -0.813 1.470 -0.454 -0.093
C -1.501 -0.725 0.122 -0.656
H 1.878 0.322 1.314 0.140
H 0.910 -1.383 -0.926 0.151
H -0.189 0.396 1.148 0.197
H -0.135 1.799 -1.191 0.112
H -2.587 -0.370 0.281 0.100
N 0.886 -0.433 -0.402 0.007
O 3.201 -0.542 -0.224 -0.030
O -1.903 1.969 0.038 -0.001
S -1.497 -2.293 -0.118 0.761
```

***

DFT (wB97M-V/def2-TZVPD) results for a molecular structure, C38H55BCuN8OS6 in a non-equilibrium geometry.

Properties
Spin multiplicity: 2
HOMO (spin up / spin down), eV: -6.94 / -6.94

The geometry in XYZ format:
```
110
Properties=species:S:1:pos:R:3:lowdin_charge:R:1
Cu -15.121 -8.785 5.597 0.360
C -15.485 -8.544 10.946 -0.025
C -14.745 -9.803 10.451 -0.535
C -14.252 -10.576 11.753 -0.042
C -13.496 -9.601 9.631 -0.036
N -15.685 -10.637 9.708 0.005
C -16.226 -11.825 10.141 -0.062
C -17.162 -12.211 9.287 -0.091
N -17.297 -11.232 8.285 0.049
B -18.478 -11.374 7.316 -0.573
N -18.242 -12.578 6.349 0.028
C -19.298 -12.830 5.525 -0.110
C -18.955 -13.766 4.636 -0.039
N -17.672 -14.215 5.013 0.011
C -17.243 -13.451 6.077 -0.681
S -15.718 -13.637 6.808 0.675
C -16.874 -15.282 4.250 -0.528
C -16.490 -16.408 5.187 -0.066
C -15.653 -14.517 3.705 -0.046
C -17.720 -15.914 3.172 -0.058
N -18.863 -10.089 6.505 0.012
C -19.800 -9.235 6.950 -0.100
C -19.956 -8.254 6.059 -0.058
N -19.138 -8.535 4.976 0.018
C -18.462 -9.667 5.263 -0.647
S -17.225 -10.400 4.317 0.730
C -19.285 -7.857 3.663 -0.524
C -17.952 -7.604 2.916 -0.060
C -20.205 -8.734 2.811 -0.040
C -20.003 -6.516 3.744 -0.045
C -16.432 -10.256 8.545 -0.509
S -16.349 -8.677 7.737 0.817
H -14.799 -7.974 11.580 0.097
H -16.313 -8.922 11.467 0.073
H -15.806 -7.900 10.132 0.014
H -13.481 -9.995 12.232 0.078
H -13.868 -11.563 11.477 0.082
H -15.073 -10.718 12.495 0.092
H -12.782 -8.957 10.114 0.090
H -13.829 -9.148 8.685 0.032
H -12.977 -10.566 9.490 0.103
H -15.966 -12.191 11.137 0.124
H -17.852 -13.057 9.324 0.137
H -19.469 -11.510 8.032 0.128
H -20.176 -12.261 5.612 0.113
H -19.492 -14.119 3.732 0.127
H -15.939 -15.975 6.032 0.014
H -15.856 -17.152 4.611 0.108
H -17.327 -16.987 5.550 0.081
H -15.087 -14.143 4.523 -0.019
H -15.996 -13.727 3.031 0.096
H -15.087 -15.209 3.131 0.077
H -18.673 -16.247 3.485 0.071
H -17.225 -16.774 2.767 0.084
H -17.900 -15.210 2.379 0.081
H -20.370 -9.359 7.904 0.145
H -20.532 -7.352 6.133 0.114
H -17.376 -8.548 2.681 0.036
H -17.427 -6.855 3.525 0.063
H -18.182 -6.994 2.009 0.094
H -19.872 -9.674 2.417 0.072
H -20.516 -8.223 1.933 0.069
H -21.141 -8.928 3.380 0.101
H -19.443 -5.785 4.276 0.073
H -21.006 -6.574 4.149 0.084
H -20.083 -6.199 2.733 0.077
N -14.227 -8.977 3.681 0.010
C -14.150 -10.269 3.064 -0.293
C -12.939 -11.086 3.352 -0.173
C -13.093 -11.961 4.634 -0.175
C -12.994 -11.233 6.003 -0.225
N -14.244 -10.555 6.328 -0.016
H -14.943 -8.380 3.270 0.079
H -13.384 -8.413 3.785 0.103
H -14.188 -10.144 1.996 0.114
H -15.006 -10.833 3.379 0.023
H -12.005 -10.566 3.526 0.108
H -12.811 -11.701 2.455 0.114
H -12.330 -12.727 4.584 0.105
H -14.070 -12.493 4.601 0.064
H -12.184 -10.479 5.968 0.104
H -12.637 -11.949 6.808 0.127
H -14.264 -10.380 7.284 -0.010
H -15.053 -11.143 6.069 0.020
O -15.492 -7.072 4.933 -0.282
C -15.070 -5.878 5.575 -0.579
C -15.241 -4.698 4.654 -0.503
C -15.247 -4.605 3.321 -0.170
C -15.368 -3.309 2.803 -0.207
C -15.350 -2.364 3.747 -0.364
S -15.352 -3.114 5.359 1.045
C -15.920 -5.672 6.824 -0.560
C -17.271 -5.715 6.924 -0.151
C -17.694 -5.539 8.264 -0.193
C -16.637 -5.426 9.102 -0.459
S -15.169 -5.379 8.296 1.070
C -13.593 -6.127 5.841 -0.471
C -13.139 -7.078 6.695 -0.184
C -11.778 -7.459 6.393 -0.187
C -11.197 -6.689 5.454 -0.375
S -12.347 -5.518 4.763 1.053
H -15.055 -5.470 2.688 0.122
H -15.280 -3.090 1.721 0.117
H -15.436 -1.307 3.601 0.057
H -18.023 -5.893 6.187 0.099
H -18.783 -5.547 8.561 0.128
H -16.733 -5.231 10.180 0.081
H -13.791 -7.525 7.426 0.038
H -11.155 -8.068 7.039 0.104
H -10.173 -6.596 5.218 0.048
```

***

DFT (wB97M-V/def2-TZVPD) results for a molecular structure, C28H42BrGe2InN4OS in a non-equilibrium geometry.

Properties
Charge: +2
Spin multiplicity: 1
HOMO, eV: -13.54
Energy above the lowest of the compared OMol25 structures with the same formula, charge and spin, kcal per mole: 74.2

The geometry in XYZ format:
```
80
Properties=species:S:1:pos:R:3:lowdin_charge:R:1
In -0.374 -0.989 -1.192 0.876
C 4.580 1.124 -1.840 -0.152
C 3.152 0.735 -2.202 -0.330
Ge 2.548 -0.919 -1.189 1.062
C 3.063 -2.681 -2.050 -0.335
C 4.535 -2.990 -1.811 -0.148
C 2.807 -0.829 0.781 -0.229
C 1.988 -0.934 1.830 -0.316
Ge -0.050 -1.079 1.655 1.086
C -1.109 -2.778 1.998 -0.330
C -1.318 -3.117 3.466 -0.148
C -1.094 0.658 1.899 -0.336
C -1.096 1.225 3.312 -0.149
C 2.414 -0.932 3.230 -0.254
C 1.449 -0.959 4.239 -0.078
C 1.794 -0.954 5.575 -0.045
C 3.133 -0.925 5.934 -0.044
C 4.106 -0.905 4.948 -0.046
C 3.760 -0.909 3.611 -0.014
H 4.869 2.000 -2.419 0.085
H 5.282 0.327 -2.074 0.065
H 4.674 1.375 -0.785 0.071
H 3.083 0.483 -3.263 0.072
H 2.463 1.553 -1.999 0.035
H 2.857 -2.582 -3.119 0.072
H 2.432 -3.472 -1.646 0.042
H 5.182 -2.228 -2.243 0.066
H 4.777 -3.939 -2.288 0.089
H 4.756 -3.085 -0.749 0.074
H 3.873 -0.722 0.972 0.056
H -0.602 -3.595 1.487 0.052
H -2.071 -2.611 1.504 0.056
H -0.374 -3.327 3.966 0.074
H -1.936 -4.011 3.528 0.089
H -1.834 -2.316 3.996 0.073
H -2.119 0.439 1.584 0.051
H -0.669 1.390 1.210 0.037
H -1.553 0.529 4.013 0.073
H -1.676 2.147 3.332 0.085
H -0.088 1.459 3.652 0.075
H 0.394 -0.988 3.960 0.055
H 1.025 -0.973 6.330 0.118
H 3.411 -0.924 6.975 0.118
H 5.148 -0.889 5.224 0.118
H 4.544 -0.903 2.869 0.109
C 0.494 3.568 -0.547 -0.022
N -0.604 3.502 -1.483 -0.067
C -1.208 4.791 -1.788 -0.139
C -1.993 4.730 -3.085 -0.127
C -2.817 3.451 -3.086 -0.131
N -1.912 2.321 -2.989 -0.084
C -2.142 1.181 -3.845 -0.016
C -0.875 2.358 -2.136 -0.472
O -0.183 1.327 -1.904 -0.166
H 1.364 4.051 -1.001 0.108
H 0.776 2.562 -0.238 0.072
H 0.184 4.150 0.322 0.104
H -0.408 5.533 -1.862 0.135
H -1.851 5.084 -0.949 0.137
H -1.307 4.706 -3.932 0.131
H -2.627 5.606 -3.181 0.129
H -3.401 3.363 -4.001 0.132
H -3.514 3.439 -2.239 0.133
H -2.360 1.520 -4.860 0.109
H -2.985 0.580 -3.489 0.083
H -1.252 0.548 -3.866 0.083
S -0.640 -5.810 -1.609 0.741
C -0.358 -4.296 -1.324 -1.002
N -0.116 -3.159 -1.056 -0.107
Br -7.585 -1.139 -1.085 0.847
C -5.694 -1.116 -1.096 -0.644
C -5.001 0.082 -0.926 -0.071
C -3.622 0.050 -0.937 -0.153
N -2.923 -1.075 -1.095 -0.010
C -3.585 -2.216 -1.267 -0.108
C -4.965 -2.291 -1.269 -0.058
H -5.542 1.004 -0.781 0.116
H -3.042 0.957 -0.816 0.109
H -2.980 -3.106 -1.394 0.109
H -5.464 -3.239 -1.402 0.122
```